Record 1
{
  "formula": "C14H20N2O",
  "method": "wB97M-V/def2-TZVPD",
  "e_lumo_ev": 0.858,
  "homo_lumo_gap_ev": 8.69,
  "e_above_lowest_kj_mol": 188.3,
  "elements": ["C", "C", "C", "N", "C", "C", "C", "C", "C", "C", "H", "H", "H", "H", "H", "H", "H", "H", "H", "C", "C", "N", "C", "C", "C", "O", "H", "H", "H", "H", "H", "H", "H", "H", "H", "H", "H"],
  "coordinates": [[2.96169, 0.28147, -1.77584], [1.61430, -0.15312, -2.27668], [1.36143, -1.06660, -3.25697], [0.05822, -0.96939, -3.71110], [-0.58369, 0.01884, -3.00207], [-1.84581, 0.61256, -3.11634], [-2.14889, 1.70512, -2.33589], [-1.14055, 2.28730, -1.53903], [0.08162, 1.69248, -1.35442], [0.38164, 0.57048, -2.14849], [3.12281, -0.00391, -0.73849], [3.00682, 1.36245, -1.83886], [3.74560, -0.14312, -2.39853], [1.85969, -1.95896, -3.58335], [-0.39448, -1.53203, -4.40782], [-2.62485, -0.02565, -3.53385], [-3.09489, 2.17168, -2.44383], [-1.46966, 3.11447, -0.91567], [0.79907, 1.89279, -0.57934], [-0.25928, 1.52653, 3.43255], [-1.03728, 0.64972, 2.45221], [-0.77674, -0.79912, 2.42002], [-0.54554, -1.38149, 3.74212], [0.31570, -1.16814, 1.55707], [0.15310, -2.44556, 0.79465], [1.29669, -0.45765, 1.54879], [0.57590, 1.99301, 2.92552], [-0.19284, 1.04438, 4.39974], [-0.96217, 2.33840, 3.64778], [-2.12157, 0.74621, 2.52688], [-0.81649, 0.93190, 1.42027], [-0.51318, -2.47293, 3.75735], [0.39310, -1.05697, 4.20200], [-1.40104, -1.06396, 4.34245], [-0.89905, -2.73294, 0.79957], [0.46242, -2.22377, -0.22778], [0.63820, -3.28451, 1.21538]],
  "forces_ev_per_a": [[-0.5, -0.5, 0.2], [0.0, 0.1, -1.0], [-0.7, -0.9, 0.0], [-0.8, 0.2, 0.5], [0.8, 1.0, -0.3], [-0.6, -1.6, 0.5], [1.6, -0.1, -0.8], [-0.9, 0.3, 1.0], [-0.1, -1.0, -0.6], [0.2, 0.5, 0.6], [0.1, 0.0, 0.1], [0.2, 0.2, 0.0], [0.1, 0.0, 0.1], [0.8, 0.2, -0.2], [0.2, -0.2, 0.0], [-0.1, 0.6, -0.6], [-0.8, 0.3, 0.2], [0.3, 0.1, 0.0], [0.1, 0.8, 0.2], [-2.1, 0.6, -0.5], [0.3, -0.6, -1.0], [0.4, -0.8, -0.2], [-0.6, 0.0, 0.1], [0.2, 0.8, 1.6], [-1.3, 0.8, -0.7], [0.1, -0.4, -1.0], [0.7, -0.4, 0.7], [1.0, 0.0, 0.0], [0.2, 0.3, 0.0], [0.0, 0.1, 0.5], [-0.1, 0.5, 0.1], [-0.2, 0.0, -0.4], [0.0, 0.2, 0.0], [0.2, -0.2, 0.3], [0.0, 0.2, -0.2], [0.2, -0.4, 0.0], [1.2, -0.7, 0.4]],
  "lowdin_charge": [-0.04, -0.23, -0.07, 0.07, -0.22, -0.03, -0.09, -0.10, -0.03, -0.16, 0.07, 0.08, 0.08, 0.12, 0.15, 0.11, 0.09, 0.10, 0.11, -0.08, -0.23, -0.16, -0.08, -0.47, 0.02, 0.09, 0.07, 0.06, 0.07, 0.11, 0.10, 0.09, 0.09, 0.09, 0.09, 0.08, 0.07]
}

---

Record 2
{
  "formula": "C3H4N2O",
  "method": "wB97M-V/def2-TZVPD",
  "e_lumo_ev": 0.974,
  "homo_lumo_gap_ev": 11.09,
  "e_above_lowest_kj_mol": 228.6,
  "elements": ["O", "C", "N", "C", "C", "N", "H", "H", "H", "H"],
  "coordinates": [[-1.91558, 0.92158, -0.09517], [-1.62923, -0.20585, 0.19845], [-0.37771, -0.73978, 0.11113], [0.73637, -0.06463, -0.49844], [1.48000, 0.96410, 0.20834], [2.09810, -0.12263, 0.13262], [-2.35269, -0.93695, 0.59972], [-0.24310, -1.71275, 0.34671], [0.71260, -0.06136, -1.58455], [1.49123, 1.95827, 0.58118]],
  "forces_ev_per_a": [[-0.2, 0.6, -0.2], [0.4, -0.7, 0.3], [0.6, -0.3, 0.1], [-0.3, 0.7, -0.3], [-0.6, -1.1, -0.6], [-0.1, 0.2, 0.4], [0.0, 0.1, 0.0], [-0.2, 0.1, 0.0], [0.0, 0.0, 0.1], [0.3, 0.5, 0.3]],
  "lowdin_charge": [0.03, -0.38, 0.05, -0.31, -0.06, 0.16, 0.13, 0.13, 0.13, 0.11]
}